No. 1
This record from OMol25 describes C31H21BrF4N4PRhS as an isolated structure. The level of theory is ωB97M-V with the def2-TZVPD basis set.

Each line ends with the natural charge from an NBO analysis.
Positions of all 64 atoms, in Å:
Rh 0.73 -0.22 -0.06  0.438
N -2.22 -3.27 -0.40  -0.750
C -1.46 -2.18 -0.46  0.305
S 0.28 -2.41 -0.19  -0.051
N -2.00 -1.03 -0.74  -0.392
N -1.08 -0.02 -0.80  -0.245
C -1.36 1.10 -1.39  0.382
C -2.62 1.34 -2.11  -0.186
C -3.38 2.47 -1.82  -0.200
C -4.57 2.70 -2.48  -0.191
C -5.00 1.81 -3.46  -0.156
C -4.24 0.69 -3.77  -0.212
C -3.06 0.44 -3.09  -0.100
C -0.29 2.13 -1.33  0.123
C -0.37 3.33 -2.00  -0.184
C 0.70 4.22 -1.93  -0.111
C 1.82 3.88 -1.20  -0.213
C 1.85 2.63 -0.59  0.075
N 0.83 1.79 -0.64  -0.464
H -1.84 -4.17 -0.17  0.425
H -3.20 -3.21 -0.62  0.429
H -3.04 3.17 -1.06  0.219
H -5.17 3.57 -2.25  0.235
H -5.92 2.00 -3.99  0.240
H -4.57 0.01 -4.54  0.239
H -2.47 -0.43 -3.33  0.219
H -1.24 3.56 -2.60  0.264
H 0.65 5.17 -2.45  0.255
H 2.67 4.54 -1.12  0.258
H 2.73 2.31 -0.04  0.219
F 5.38 0.79 5.02  -0.238
C 4.26 0.71 4.35  0.340
C 3.07 1.11 4.94  0.290
F 3.06 1.56 6.17  -0.246
C 1.88 1.02 4.22  0.428
F 0.76 1.40 4.82  -0.283
C 1.85 0.56 2.91  -0.515
P 0.26 0.35 2.06  1.386
C -0.68 -0.80 3.08  -0.371
C -0.31 -2.14 3.17  -0.195
C -0.96 -2.98 4.06  -0.201
C -1.96 -2.49 4.88  -0.144
C -2.31 -1.15 4.82  -0.187
C -1.68 -0.30 3.93  -0.193
C -0.59 1.94 2.09  -0.434
C 0.06 3.11 2.47  -0.185
C -0.64 4.31 2.48  -0.185
C -1.98 4.33 2.12  -0.180
C -2.63 3.16 1.74  -0.144
C -1.93 1.97 1.70  -0.229
C 3.06 0.16 2.36  -0.123
Br 3.13 -0.56 0.61  0.328
C 4.25 0.23 3.05  0.317
F 5.38 -0.16 2.49  -0.262
H 0.48 -2.54 2.55  0.227
H -0.66 -4.02 4.12  0.240
H -2.46 -3.15 5.57  0.242
H -3.08 -0.76 5.47  0.241
H -1.94 0.75 3.93  0.234
H 1.10 3.10 2.77  0.222
H -0.15 5.22 2.79  0.241
H -2.53 5.27 2.16  0.242
H -3.68 3.18 1.48  0.231
H -2.44 1.06 1.41  0.237

## Properties
* 2S+1: 1
* charge: +2
* HOMO energy: -14.13 eV
* molar mass: 771.4 g mol⁻¹
* HOMO-LUMO gap: 0.23888 Eh

---

No. 2
This record from OMol25 describes the molecule C23H27FN4O3. The level of theory is ωB97M-V with the def2-TZVPD basis set.

Each line ends with the natural charge from an NBO analysis.
Positions of all 58 atoms, in Å:
O 0.02 2.31 3.05  -0.642
C 0.48 1.76 2.07  0.683
C -0.25 1.74 0.72  -0.515
C 0.55 2.46 -0.37  -0.210
N 0.70 1.66 -1.56  -0.415
C 1.53 0.57 -1.63  0.887
O 2.19 0.11 -0.72  -0.652
O 1.51 0.07 -2.88  -0.451
C 0.66 0.84 -3.62  0.312
C 0.31 0.73 -4.95  -0.266
C -0.61 1.64 -5.44  -0.219
C -1.16 2.63 -4.62  -0.194
C -0.80 2.75 -3.29  -0.237
C 0.12 1.84 -2.80  0.103
N 1.68 1.17 2.02  -0.634
C 2.53 1.05 3.18  -0.216
C 2.17 -0.15 4.06  -0.414
C 2.17 -1.47 3.29  -0.213
N 1.02 -1.60 2.41  -0.452
C -0.20 -1.95 3.10  -0.233
C -1.38 -1.61 2.18  -0.208
N -1.08 -1.99 0.81  -0.448
C -1.66 -1.36 -0.25  0.262
C -1.19 -1.51 -1.57  -0.295
C -1.80 -0.88 -2.63  -0.262
C -2.88 -0.06 -2.40  0.344
F -3.47 0.58 -3.45  -0.336
C -3.38 0.12 -1.13  -0.259
C -2.79 -0.54 -0.07  -0.285
C -0.06 -3.00 0.72  -0.218
C 1.27 -2.47 1.28  -0.230
H -0.38 0.69 0.43  0.241
H -1.24 2.18 0.85  0.236
H 1.55 2.70 0.00  0.228
H 0.06 3.39 -0.66  0.220
H 0.73 -0.05 -5.57  0.232
H -0.92 1.58 -6.47  0.220
H -1.88 3.31 -5.03  0.220
H -1.23 3.51 -2.66  0.223
H 1.92 0.62 1.20  0.435
H 3.56 0.96 2.83  0.192
H 2.42 1.96 3.77  0.221
H 2.89 -0.21 4.88  0.209
H 1.19 0.03 4.49  0.212
H 2.23 -2.31 4.00  0.171
H 3.07 -1.51 2.66  0.197
H -0.30 -1.36 4.01  0.218
H -0.22 -3.02 3.39  0.161
H -2.29 -2.12 2.54  0.185
H -1.54 -0.53 2.23  0.206
H -0.32 -2.12 -1.77  0.215
H -1.44 -1.02 -3.64  0.231
H -4.24 0.75 -0.97  0.228
H -3.22 -0.42 0.91  0.219
H -0.38 -3.87 1.30  0.188
H 0.07 -3.33 -0.31  0.219
H 1.80 -1.89 0.52  0.220
H 1.90 -3.34 1.55  0.168

## Properties
* 2S+1: 1
* HOMO energy: -7.46 eV
* molar mass: 426.5 g mol⁻¹
* relative energy (zero: lowest compared OMol25 entry of this formula, charge and spin): 0.196 eV
* HOMO-LUMO gap: 0.30292 Eh

---

No. 3
This record from OMol25 describes a 2-piece molecular cluster, C24H42N3O3 overall. The level of theory is ωB97M-V with the def2-TZVPD basis set.

Each line ends with the Mulliken charge.
Positions of all 72 atoms, in Å:
C 0.35 -3.59 -0.41  -0.780
O 1.75 -3.76 -0.26  -0.397
C 2.29 -2.56 0.31  0.339
C 3.73 -2.33 -0.14  -0.436
C 4.26 -0.91 0.19  -0.840
C 4.15 0.09 -1.00  -0.719
C 3.28 1.32 -0.70  -1.205
C 1.81 0.94 -0.42  0.204
N 1.09 2.19 -0.12  0.251
C 0.40 2.36 0.95  -0.318
N 0.17 1.54 2.02  0.106
C 0.67 2.36 3.17  -0.637
C 0.34 3.82 2.64  -0.668
N -0.24 3.59 1.26  -0.157
C -1.69 3.46 1.53  -1.000
O -2.36 2.79 0.46  -0.467
C -3.62 2.37 0.89  0.451
C -4.47 3.21 1.58  -0.100
C -5.70 2.83 2.05  0.689
C -6.50 3.84 2.83  -1.496
C -6.14 1.55 1.81  -0.986
C -5.32 0.71 1.09  -0.844
C -4.08 1.08 0.62  0.309
C -3.32 0.03 -0.18  0.606
C -1.86 -0.18 0.25  -1.268
C -3.35 0.40 -1.71  -1.466
H 0.11 -2.95 -1.28  0.261
H -0.12 -4.57 -0.53  0.381
H -0.08 -3.13 0.49  0.296
H 2.25 -2.62 1.41  0.254
H 1.64 -1.74 -0.03  -0.198
H 3.83 -2.49 -1.22  -0.091
H 4.35 -3.09 0.35  0.473
H 5.32 -1.05 0.43  0.411
H 3.79 -0.49 1.10  0.460
H 5.16 0.38 -1.30  0.403
H 3.70 -0.44 -1.85  0.365
H 3.36 2.07 -1.50  0.503
H 3.71 1.79 0.19  0.345
H 1.44 0.46 -1.33  0.531
H 1.83 0.28 0.44  -0.359
H 1.15 2.95 -0.79  0.375
H 0.50 0.58 1.97  0.251
H 1.72 2.19 3.40  0.364
H -0.07 2.18 3.95  0.407
H 1.32 4.28 2.46  0.367
H -0.34 4.40 3.25  0.383
H -2.07 4.48 1.59  0.380
H -1.94 2.97 2.48  0.631
H -4.13 4.23 1.76  0.428
H -7.49 3.47 3.11  0.355
H -6.52 4.82 2.35  0.361
H -5.96 3.99 3.78  0.320
H -7.10 1.24 2.20  0.361
H -5.68 -0.30 0.91  0.380
H -3.86 -0.91 -0.09  0.702
H -1.26 0.71 0.07  -0.060
H -1.80 -0.48 1.30  0.474
H -1.43 -0.97 -0.38  0.301
H -2.37 0.73 -2.05  0.297
H -4.09 1.19 -1.83  0.397
H -3.66 -0.45 -2.32  0.355
C 2.69 -4.72 -4.36  -1.081
C 4.10 -4.56 -3.84  0.857
O 4.46 -3.55 -3.29  -0.555
C 5.04 -5.72 -4.04  -1.163
H 2.12 -3.82 -4.15  0.241
H 2.71 -4.88 -5.44  0.375
H 2.20 -5.56 -3.87  0.309
H 5.15 -5.93 -5.11  0.344
H 4.65 -6.61 -3.54  0.336
H 6.01 -5.48 -3.63  0.305

## Properties
* 2S+1: 1
* charge: +1
* HOMO energy: -11.10 eV
* molar mass: 420.6 g mol⁻¹
* HOMO-LUMO gap: 0.29709 Eh

---

No. 4
This record from OMol25 describes the molecule C4H8O2. The level of theory is ωB97M-V with the def2-TZVPD basis set.

Each line ends with the natural charge from an NBO analysis.
Positions of all 14 atoms, in Å:
C -2.16 -0.38 0.67  -0.624
C -1.16 -0.02 -0.40  -0.074
O 0.12 0.09 0.23  -0.520
C 1.15 0.41 -0.58  0.798
C 2.46 0.16 0.13  -0.716
O 1.01 0.79 -1.72  -0.594
H -1.88 -1.31 1.16  0.213
H -2.20 0.41 1.44  0.214
H -3.15 -0.49 0.23  0.216
H -1.09 -0.80 -1.17  0.183
H -1.41 0.92 -0.91  0.193
H 2.43 0.57 1.14  0.237
H 3.29 0.57 -0.44  0.235
H 2.59 -0.93 0.21  0.239

## Properties
* 2S+1: 1
* HOMO energy: -10.39 eV
* molar mass: 88.1 g mol⁻¹
* relative energy (zero: lowest compared OMol25 entry of this formula, charge and spin): 0.258 eV
* HOMO-LUMO gap: 0.41738 Eh